Record 1
{"formula": "C3H5KO3", "method": "ωB97M-V with the def2-TZVPD basis set", "de_lowest_kcal_mol": 85.25, "homo_lumo_gap_ev": [9.720, 7.639], "s2": 0.7542, "total_charge": 1, "homo_ev": [-13.4, -13.4], "spin_multiplicity": 2, "species": ["H", "C", "C", "O", "C", "O", "H", "H", "H", "H", "K", "O"], "positions_angstrom": [[-0.95982, 1.97626, 1.66350], [-0.45612, 2.38103, 0.77625], [0.32220, 1.50165, -0.19685], [-0.57698, 0.72690, -1.01011], [-0.17486, -0.40690, -1.50809], [-1.14923, -0.89090, -2.21508], [-1.30092, 2.85453, 0.26346], [0.42280, 3.14873, 0.44040], [0.99454, 2.05706, -0.88038], [-0.79898, -1.45034, -2.91896], [0.46127, -1.93058, 0.88266], [0.71677, 0.70885, 0.95217]], "atomic_forces_ev_per_a": [[1.458, 0.291, 0.351], [1.045, 3.655, -3.469], [-1.507, -3.669, 2.539], [-0.542, 0.245, -0.228], [1.371, 0.067, 0.295], [-0.845, 0.483, -0.798], [-0.052, -0.319, -0.506], [-2.170, -0.170, 3.673], [0.189, -0.836, 0.717], [0.028, -0.521, 0.317], [0.118, -0.175, 0.109], [0.907, 0.949, -2.999]]}

---

Record 2
{"formula": "C3H6S2", "method": "ωB97M-V with the def2-TZVPD basis set", "de_lowest_kcal_mol": 47.22, "homo_lumo_gap_ev": 9.478, "homo_ev": -8.8, "smiles": "S[C@@H]1C[C@@H]1S", "species": ["C", "C", "C", "H", "H", "H", "H", "H", "H", "S", "S"], "positions_angstrom": [[0.95309, -0.09565, -0.00789], [-0.00483, -1.18138, 0.24025], [-0.39636, -0.11069, -0.65129], [0.55290, 2.28784, 0.48645], [1.72877, -0.28042, -0.87163], [-0.49823, -1.26489, 1.19402], [0.06472, -2.20443, -0.33814], [-0.37884, -0.49349, -1.68946], [-1.34833, 1.25387, 0.78850], [1.06126, 1.10789, 1.26648], [-1.73416, 0.98135, -0.41728]], "atomic_forces_ev_per_a": [[1.609, 0.539, -2.661], [-0.757, -4.132, -0.586], [-0.768, -0.784, -2.343], [1.038, -2.182, 1.346], [-0.860, 0.605, 2.473], [0.150, 0.052, 0.266], [0.348, 1.988, 1.584], [-0.044, 0.772, 0.498], [-0.083, 0.444, 1.327], [0.180, 2.356, -0.898], [-0.812, 0.341, -1.006]]}

---

Record 3
{"formula": "C9H14Cl14F18NO8P3S2V2", "method": "ωB97M-V with the def2-TZVPD basis set", "de_lowest_kcal_mol": 0.00, "homo_lumo_gap_ev": [4.419, 6.493], "s2": 12.4511, "total_charge": -2, "homo_ev": [-1.3, -3.4], "spin_multiplicity": 7, "species": ["V", "V", "P", "O", "O", "O", "O", "P", "F", "F", "F", "F", "F", "F", "P", "F", "F", "F", "F", "F", "F", "C", "F", "F", "F", "S", "O", "O", "N", "S", "O", "O", "C", "F", "F", "F", "C", "Cl", "Cl", "H", "H", "C", "Cl", "Cl", "H", "H", "C", "Cl", "Cl", "H", "H", "C", "Cl", "Cl", "H", "H", "C", "Cl", "Cl", "H", "H", "C", "Cl", "Cl", "H", "H", "C", "Cl", "Cl", "H", "H"], "positions_angstrom": [[0.13952, -2.61763, 1.06426], [-2.60082, -0.41555, 2.10804], [-1.81725, -2.84791, 2.60202], [-0.81821, -1.47172, 2.59657], [-1.96542, -2.37293, 1.07542], [-2.47892, -1.95974, 3.77395], [-0.37674, -3.46441, 2.96691], [-4.97874, 0.68580, 0.44813], [-3.59952, 1.29260, 1.17488], [-5.51036, 2.16437, 0.20890], [-4.17996, 0.66426, -0.94237], [-6.26803, 0.04567, -0.25745], [-4.39505, -0.81707, 0.79950], [-5.71309, 0.66243, 1.86885], [-1.61988, 1.76528, 4.18512], [-2.30282, 2.16876, 5.57359], [-0.25936, 2.53430, 4.54479], [-1.06138, 0.44466, 4.85225], [-0.98310, 1.24022, 2.74668], [-2.99904, 0.92388, 3.74692], [-2.22492, 3.06412, 3.47782], [-1.10428, -0.68108, -2.27704], [-0.20182, -1.10407, -3.17961], [-1.86043, 0.25916, -2.85703], [-1.84854, -1.70162, -1.85705], [-0.23573, 0.04317, -0.80291], [0.40509, 1.26296, -1.17241], [-1.22261, 0.16547, 0.20453], [0.82080, -1.16679, -0.34825], [2.30909, -0.97024, -0.96383], [2.98899, -2.21986, -0.79263], [2.35853, -0.32007, -2.23492], [3.15173, 0.15362, 0.24554], [3.00498, 1.42284, -0.10450], [2.62900, -0.03828, 1.45179], [4.45961, -0.14975, 0.29686], [2.57141, 0.78538, 4.95144], [1.90040, -0.70434, 4.30396], [1.91439, 1.19794, 6.53957], [3.64760, 0.69542, 5.05490], [2.35142, 1.58337, 4.24973], [7.42882, 0.92254, 0.40604], [8.61195, 1.55505, -0.75005], [8.07205, 0.91590, 2.06225], [6.55613, 1.55974, 0.38159], [7.19899, -0.10233, 0.15045], [-2.63515, -5.31018, -2.61518], [-3.22588, -4.27423, -1.32173], [-2.75027, -7.03380, -2.22292], [-3.17275, -5.10003, -3.53235], [-1.58811, -5.06625, -2.76084], [4.85754, -0.47070, -4.12959], [4.32637, -2.16635, -4.10025], [5.47794, 0.07100, -2.57124], [5.64907, -0.41113, -4.86289], [3.98929, 0.12763, -4.36934], [-0.17757, 3.96944, 0.47657], [1.44887, 4.11673, 1.13872], [-1.02836, 5.52819, 0.48806], [-0.13289, 3.63927, -0.55327], [-0.72758, 3.24752, 1.07168], [-5.30742, -1.78813, -2.47249], [-6.75295, -2.70929, -2.04736], [-4.57708, -2.39691, -3.96446], [-5.63672, -0.76692, -2.61495], [-4.57947, -1.81837, -1.67191], [1.40580, 2.60405, -3.85369], [2.19442, 3.82861, -2.86051], [-0.34119, 2.83670, -3.92766], [1.80109, 2.67071, -4.86028], [1.58853, 1.61890, -3.43533]], "atomic_forces_ev_per_a": [[-1.056, 0.923, 2.299], [2.740, -1.829, 1.699], [1.250, 1.079, 4.219], [2.770, 4.196, -2.028], [-1.737, -1.127, -2.312], [-3.237, -1.100, -1.584], [-0.150, -2.856, -1.558], [-1.037, 0.723, 0.155], [-0.118, -0.211, -0.146], [0.267, 0.181, -0.341], [0.035, -0.020, -0.015], [0.149, -0.183, -0.090], [0.395, -0.303, 0.131], [0.172, -0.070, 0.199], [0.622, -0.250, 1.069], [-0.266, 0.271, -0.084], [-0.003, 0.282, -0.345], [0.051, -0.288, 0.127], [-0.398, 0.337, -0.313], [-0.377, -0.109, -0.314], [0.114, -0.033, -0.280], [0.103, 0.253, -0.165], [-0.450, -0.052, 0.280], [0.183, -0.614, 0.421], [0.290, 0.466, -0.488], [0.523, -0.061, 0.974], [0.290, -0.143, -0.666], [-0.898, -0.191, 0.203], [-0.310, 1.717, -1.631], [0.103, -0.874, 0.128], [-0.054, -0.192, 0.213], [-0.013, 0.118, -0.118], [-0.294, 0.077, 0.158], [0.284, -0.082, 0.070], [0.198, 0.097, -0.120], [-0.157, 0.177, 0.018], [0.203, 0.117, -0.315], [-0.027, -0.124, 0.179], [0.023, 0.036, 0.092], [-0.015, -0.163, 0.059], [-0.258, 0.065, 0.137], [0.182, 0.006, 0.209], [-0.009, -0.027, -0.030], [-0.051, 0.038, -0.064], [-0.074, -0.013, -0.007], [-0.071, -0.007, -0.125], [0.264, 0.470, -0.024], [-0.015, -0.308, 0.113], [-0.057, -0.075, -0.080], [-0.236, -0.123, 0.080], [0.040, -0.142, 0.039], [-0.200, -0.388, 0.103], [0.096, 0.047, -0.004], [0.214, 0.027, -0.083], [0.017, 0.201, -0.048], [0.015, 0.093, -0.043], [-0.307, -0.158, -0.109], [0.145, -0.023, -0.019], [-0.043, -0.012, 0.056], [0.222, -0.001, -0.020], [-0.042, 0.136, 0.144], [-0.299, 0.376, 0.149], [0.025, -0.198, 0.098], [0.115, 0.051, -0.164], [0.153, 0.019, -0.174], [-0.003, -0.252, 0.025], [-0.014, -0.301, -0.093], [0.082, -0.002, 0.090], [-0.093, 0.120, -0.114], [-0.011, 0.099, -0.031], [0.040, 0.109, 0.213]]}

---

Record 4
{"formula": "C4H6O2", "method": "ωB97M-V with the def2-TZVPD basis set", "de_lowest_kcal_mol": 50.84, "homo_lumo_gap_ev": 10.418, "homo_ev": -9.8, "smiles": "O=CCCC=O", "species": ["O", "C", "C", "C", "C", "O", "H", "H", "H", "H", "H", "H"], "positions_angstrom": [[-0.00883, -1.37572, -1.23436], [0.85125, -0.70521, -0.69827], [0.76032, 0.76982, -0.48567], [-0.13617, 0.50054, 0.75434], [-1.30170, -0.50174, 0.30496], [-2.21306, -0.07733, -0.35647], [1.61923, -1.18821, -0.06918], [0.21410, 1.30756, -1.26373], [1.73653, 1.24225, -0.29654], [0.49762, 0.21134, 1.61366], [-0.74988, 1.34616, 1.01874], [-1.26940, -1.52947, 0.71251]], "atomic_forces_ev_per_a": [[1.366, -0.046, -0.595], [0.377, -0.636, -0.883], [-0.265, -0.313, -0.073], [-0.807, 0.181, 0.108], [-0.317, 0.989, 0.935], [0.367, -0.166, 0.583], [0.291, -0.160, -0.202], [0.036, -0.264, 0.088], [-0.500, -0.188, 0.220], [-0.632, -0.236, -0.329], [0.209, 0.671, 0.249], [-0.125, 0.168, -0.102]]}